The following is a quantum chemistry calculation of a molecular structure, C2H4N2S2, from the OMol25 dataset.

Atoms and positions in Å:
H 1.142 -2.023 0.171
C -0.087 0.183 0.919
N 0.439 1.043 0.080
H 0.502 -0.082 1.886
N -0.362 1.225 -1.008
S -1.582 -0.470 0.455
S 1.807 1.941 0.319
C -1.404 0.501 -0.957
H 1.623 -2.625 -0.049
H -2.078 0.306 -1.816

Force components x, y, z for each atom (eV/Å):
H 1.13 -1.39 -0.52
C 1.69 -1.04 3.06
N -1.50 -0.29 0.33
H -1.40 0.57 -1.97
N 0.53 0.57 -1.23
S 0.41 0.20 -0.11
S 1.05 0.51 0.04
C -1.30 -1.23 -0.83
H -1.08 1.35 0.49
H 0.46 0.76 0.73

- Total charge: 0
- Energy relative to the best compared isomer or geometry (same formula, charge and spin): 84.8 kcal per mole
- DFT total energy: -984.379696 Ha
- Highest occupied orbital energy (spin up / spin down): -7.81 / -7.81 eV
- Spin multiplicity: 1